Entry 1:
{
  "formula": "C16H20Cl8F4O12",
  "method": "ωB97M-V/def2-TZVPD",
  "total_charge": 0,
  "relative_energy_ev": 2.643,
  "smiles": "O=C1OC[C@@H](F)O1.O=C1OC[C@@H](F)O1.O=C1OC[C@@H](F)O1.O=C1OC[C@@H](F)O1.ClCCl.ClCCl.ClCCl.ClCCl",
  "fmax_ev_per_a": 6.53,
  "homo_lumo_gap_ev": 10.912,
  "symbols": ["O", "C", "O", "C", "C", "F", "O", "H", "H", "H", "O", "C", "O", "C", "C", "F", "O", "H", "H", "H", "O", "C", "O", "C", "C", "F", "O", "H", "H", "H", "O", "C", "O", "C", "C", "F", "O", "H", "H", "H", "Cl", "C", "Cl", "H", "H", "Cl", "C", "Cl", "H", "H", "Cl", "C", "Cl", "H", "H", "Cl", "C", "Cl", "H", "H"],
  "positions_angstrom": [[1.426, 3.075, 0.032], [2.043, 2.110, -0.330], [1.876, 0.950, 0.232], [2.676, -0.007, -0.420], [3.399, 0.796, -1.481], [3.118, 0.289, -2.726], [2.855, 2.053, -1.278], [3.310, -0.521, 0.303], [2.073, -0.797, -0.869], [4.445, 0.659, -1.208], [6.260, 1.043, -3.485], [7.087, 1.711, -2.854], [7.975, 1.093, -2.093], [8.578, 1.984, -1.196], [8.097, 3.301, -1.726], [9.054, 3.839, -2.449], [7.130, 3.003, -2.665], [7.955, 1.839, -0.313], [9.640, 2.020, -0.952], [7.739, 4.037, -1.006], [8.837, -4.421, 0.086], [7.890, -3.711, -0.319], [6.785, -4.169, -0.862], [5.918, -3.109, -1.248], [6.892, -1.880, -1.033], [6.256, -0.976, -0.292], [7.853, -2.402, -0.257], [5.451, -3.169, -2.231], [5.073, -2.967, -0.574], [7.244, -1.455, -1.973], [6.572, -2.331, -4.800], [7.419, -3.144, -5.228], [8.747, -2.976, -5.348], [9.306, -4.222, -5.726], [8.128, -5.058, -6.202], [8.075, -6.176, -5.535], [7.034, -4.242, -5.872], [10.051, -4.132, -6.516], [9.780, -4.566, -4.807], [8.108, -5.353, -7.251], [1.346, -3.475, -5.588], [1.672, -3.804, -3.855], [2.845, -2.734, -3.241], [0.697, -3.638, -3.396], [2.088, -4.797, -3.686], [9.864, -8.159, 0.368], [8.276, -7.931, -0.389], [7.137, -8.834, 0.587], [8.046, -6.866, -0.419], [8.302, -8.252, -1.430], [3.563, -5.077, -0.035], [3.795, -6.843, -0.132], [4.579, -7.299, -1.688], [4.432, -7.183, 0.684], [2.770, -7.205, -0.213], [12.593, -1.577, -1.569], [10.886, -2.021, -1.748], [10.219, -0.868, -2.894], [10.867, -3.035, -2.148], [10.392, -2.060, -0.777]]
}

=====

Entry 2:
{
  "formula": "C16H20ClN4",
  "method": "ωB97M-V/def2-TZVPD",
  "total_charge": 1,
  "fmax_ev_per_a": 3.52,
  "homo_lumo_gap_ev": 5.978,
  "symbols": ["Cl", "C", "C", "C", "C", "C", "C", "C", "C", "C", "C", "C", "H", "H", "H", "H", "H", "H", "H", "H", "H", "H", "N", "N", "N", "C", "C", "C", "C", "C", "N", "H", "H", "H", "H", "H", "H", "H", "H", "H", "H"],
  "positions_angstrom": [[-3.660, 4.743, 1.573], [-2.988, 3.348, 0.848], [-2.292, 3.460, -0.365], [-1.744, 2.324, -0.952], [-1.865, 1.044, -0.342], [-1.349, -0.126, -1.000], [-1.521, -1.517, -0.479], [-1.237, -2.452, -1.712], [-0.791, -1.487, -2.770], [-0.861, -0.175, -2.329], [-2.556, 0.968, 0.900], [-3.121, 2.100, 1.479], [-2.186, 4.432, -0.840], [-1.202, 2.417, -1.894], [-0.765, -1.732, 0.294], [-2.511, -1.680, -0.037], [-0.457, -3.182, -1.451], [-2.141, -3.023, -1.976], [-0.520, -1.817, -3.771], [-0.605, 0.716, -2.903], [-2.649, 0.002, 1.402], [-3.665, 2.032, 2.418], [0.947, -4.052, 3.550], [1.105, -3.253, 2.742], [1.085, -2.386, 1.861], [2.424, -2.002, 1.393], [2.195, -1.024, 0.255], [3.375, -0.106, -0.078], [2.749, 1.286, -0.304], [1.370, 1.233, 0.384], [1.105, -0.161, 0.563], [3.014, -1.485, 2.178], [3.008, -2.859, 1.010], [1.933, -1.624, -0.636], [4.047, -0.076, 0.788], [3.932, -0.464, -0.946], [3.355, 2.087, 0.130], [2.623, 1.478, -1.377], [1.389, 1.774, 1.349], [0.585, 1.697, -0.224], [0.444, -0.462, 1.269]]
}

=====

Question: Number 1 is which compound?
Answer: C16H20Cl8F4O12